Formula: C11H21N2O
Source: the Open Molecules 2025 dataset
Level of theory: ωB97M-V/def2-TZVPD

Structure (XYZ):
```
35
Properties=species:S:1:pos:R:3:mulliken_charge:R:1
C -1.94641 -1.22399 -0.56437 -0.1954
C 0.17002 -0.25255 -1.37597 -0.0107
C 0.10167 -1.71766 0.56807 0.3036
C -0.05898 -0.61180 -2.82415 -1.5560
C -0.67405 -2.21004 2.90531 -1.2179
C 1.64384 2.55403 -0.08412 -1.4658
C -0.76025 3.08464 0.52699 -1.5157
C -0.27522 1.23565 -1.20546 -1.0882
C -0.42946 -2.73475 1.49764 -0.8018
C 1.48650 -1.27170 0.40699 -0.1746
C 0.18184 1.93499 0.11005 0.7658
N 1.47219 -0.56831 -0.81599 0.7409
N -0.62946 -1.19006 -0.46534 0.2824
O 2.51795 0.06851 -1.20176 -0.6082
H -2.55378 -1.39341 0.37610 0.2554
H -2.62997 -0.81816 -1.39175 0.3303
H 0.30216 -1.63442 -2.97930 0.3987
H 0.48837 0.04085 -3.44542 0.4411
H -1.10992 -0.51423 -3.09371 0.3638
H -0.44342 -3.00469 3.60952 0.3820
H -1.67492 -1.87868 3.06396 0.3424
H 0.07722 -1.46523 3.25451 0.3475
H 1.62407 3.46201 -0.79785 0.3505
H 2.38501 1.94695 -0.57155 0.4561
H 2.02658 3.01647 0.94689 0.3103
H -1.14962 3.56008 -0.33853 0.3967
H -0.24485 3.99481 1.14670 0.3058
H -1.62276 2.68683 1.05316 0.4127
H 0.16143 1.84807 -2.09796 0.3833
H -1.36581 1.37309 -1.37159 0.4277
H -1.36151 -3.17906 1.24394 0.4452
H 0.19321 -3.65230 1.40633 0.4237
H 2.14471 -2.11195 0.34472 0.4413
H 1.83883 -0.57547 1.27168 0.2736
H 0.11479 1.20151 0.89228 0.0534
```

## Properties
**Energy**: -16763.6778 eV
**Total charge**: +1
**E_LUMO (alpha / beta)**: -0.1565 / -0.2058 Eh
**Energy above the lowest of the compared OMol25 structures with the same formula, charge and spin**: 5.826 eV